Record 1
{
  "formula": "C15H12F5NO10STeTi",
  "method": "the ωB97M-V functional and the def2-TZVPD basis",
  "homo_energy_ev": -3.75,
  "total_charge": -2,
  "e_above_lowest_kj_mol": 5.9,
  "symbols": ["Ti", "O", "S", "O", "O", "O", "O", "C", "C", "C", "C", "C", "C", "C", "O", "N", "O", "O", "H", "H", "H", "H", "C", "C", "O", "C", "C", "C", "C", "C", "C", "H", "H", "H", "H", "H", "H", "H", "H", "F", "Te", "F", "F", "F", "F", "O"],
  "coordinates": [[-1.257959, 0.666516, 1.425012], [0.407553, 2.263080, 4.235284], [-0.404624, 2.625599, 3.094106], [-0.669736, 4.037466, 2.960565], [0.196191, 2.044700, 1.806948], [-1.693679, 1.805907, 3.050879], [-1.676961, 2.143974, -0.211112], [-2.361179, 2.022032, -1.213659], [-2.797101, 0.793124, -1.828506], [-3.564240, 0.893754, -2.981526], [-3.973786, -0.235827, -3.657594], [-3.608455, -1.518312, -3.185656], [-2.854226, -1.644327, -2.064852], [-2.401836, -0.496981, -1.310251], [-1.694293, -0.655331, -0.294386], [-4.761666, -0.109390, -4.848127], [-5.067472, 1.011397, -5.241737], [-5.102815, -1.131943, -5.434852], [-2.679414, 2.941194, -1.739078], [-3.842377, 1.868734, -3.361578], [-3.944693, -2.386585, -3.734413], [-2.570413, -2.616150, -1.683080], [1.236264, -1.972514, 0.078164], [1.574241, -0.512650, 0.071134], [0.729158, 0.359471, 0.021691], [3.010076, -0.088603, 0.113520], [4.051066, -0.941473, -0.233099], [5.364509, -0.495934, -0.173684], [5.635319, 0.795089, 0.256919], [4.595655, 1.638863, 0.628595], [3.283065, 1.203256, 0.554299], [0.157056, -2.090175, 0.096815], [1.668560, -2.439229, 0.962418], [1.654446, -2.449014, -0.813426], [3.838779, -1.956247, -0.541880], [6.175271, -1.159840, -0.448663], [6.661311, 1.139135, 0.319689], [4.809134, 2.635925, 0.993381], [2.452005, 1.826069, 0.865166], [2.056356, -1.030063, 2.864554], [0.406685, -1.280895, 3.944241], [-3.079270, 0.530232, 1.451100], [1.472047, -2.326717, 5.235910], [-1.226204, -2.082383, 4.686398], [0.433221, -2.925120, 3.014919], [-0.635566, -0.699806, 2.269449]],
  "atomic_forces_ev_per_a": [[-0.0352, 0.0009, 0.0357], [-0.0439, 0.0317, -0.0392], [0.1062, -0.0587, 0.1136], [-0.0042, 0.0236, -0.0253], [0.0050, -0.0534, -0.0656], [-0.0419, 0.0090, -0.0094], [-0.0033, 0.0225, -0.0003], [0.0081, -0.0256, 0.0106], [-0.0105, 0.0226, -0.0072], [0.0053, -0.0148, 0.0048], [-0.0050, 0.0096, -0.0057], [0.0008, -0.0060, 0.0006], [-0.0018, 0.0042, -0.0078], [0.0160, -0.0203, -0.0052], [-0.0154, 0.0351, 0.0331], [-0.0016, -0.0016, 0.0121], [0.0002, 0.0018, -0.0042], [0.0006, -0.0014, -0.0043], [0.0047, 0.0017, -0.0036], [0.0009, 0.0019, 0.0014], [0.0007, -0.0007, 0.0008], [0.0031, 0.0006, 0.0017], [-0.0187, 0.0044, 0.0387], [0.0004, -0.0665, -0.0063], [0.0113, 0.0952, -0.0083], [-0.0048, -0.0627, -0.0112], [0.0227, 0.0478, 0.0101], [-0.0271, -0.0068, -0.0033], [0.0196, 0.0006, 0.0029], [-0.0064, 0.0181, 0.0102], [0.0085, 0.0039, 0.0083], [0.0123, 0.0068, 0.0028], [0.0111, 0.0043, 0.0116], [0.0004, 0.0167, -0.0262], [0.0004, -0.0156, -0.0072], [0.0013, -0.0009, 0.0008], [-0.0005, 0.0017, -0.0022], [0.0043, -0.0012, -0.0027], [-0.0052, 0.0017, -0.0048], [0.0313, -0.0017, 0.0038], [-0.0445, 0.0466, 0.0093], [-0.0118, -0.0116, -0.0467], [0.0134, -0.0175, 0.0075], [0.0512, 0.0186, 0.0036], [0.0040, -0.0213, -0.0277], [-0.0618, -0.0434, 0.0002]],
  "nbo_charge": [1.669, -1.007, 2.582, -0.999, -0.971, -0.933, -0.531, 0.467, -0.324, -0.097, -0.050, -0.166, -0.298, 0.502, -0.610, 0.520, -0.440, -0.442, 0.114, 0.229, 0.229, 0.221, -0.746, 0.638, -0.546, -0.069, -0.193, -0.239, -0.212, -0.223, -0.158, 0.270, 0.278, 0.203, 0.207, 0.197, 0.195, 0.207, 0.270, -0.727, 2.587, -0.562, -0.721, -0.712, -0.660, -0.953]
}

=====

Record 2
{
  "formula": "C15H12IrN2O5",
  "method": "the ωB97M-V functional and the def2-TZVPD basis",
  "homo_energy_ev": [-17.02, -20.36],
  "total_charge": 3,
  "spin_multiplicity": 5,
  "s2": 6.060,
  "e_above_lowest_kj_mol": 124.9,
  "symbols": ["O", "C", "Ir", "O", "C", "C", "O", "C", "O", "C", "N", "N", "C", "O", "C", "C", "C", "C", "C", "C", "C", "C", "C", "H", "H", "H", "H", "H", "H", "H", "H", "H", "H", "H", "H"],
  "coordinates": [[0.002748, -3.031584, -0.035408], [-0.030499, -1.879309, -0.044567], [-0.052649, -0.003078, -0.041805], [-2.716274, 0.001767, -3.249151], [-1.957956, -0.009240, -2.349727], [1.822335, 0.004981, -0.340246], [2.964520, 0.005762, -0.525453], [-0.028548, 1.880365, -0.002426], [0.003970, 3.034586, 0.043215], [1.540231, -0.573971, 6.365305], [1.460715, -0.559287, 4.911838], [0.351067, -0.068691, 4.202383], [0.664424, -0.278397, 2.883821], [-0.181862, 0.121903, 1.978798], [1.943070, -0.915765, 2.777358], [2.372818, -1.057697, 4.044091], [3.638551, -1.663875, 4.426665], [-0.868157, 0.491170, 4.701057], [-0.936028, 1.266920, 5.862236], [-2.142551, 1.806635, 6.310434], [-3.321328, 1.588580, 5.600319], [-3.275719, 0.822303, 4.433834], [-2.067265, 0.286613, 3.992664], [0.671724, -1.070584, 6.801804], [1.665792, 0.438752, 6.764097], [2.436131, -1.124791, 6.664959], [2.405435, -1.192574, 1.840538], [4.261761, -0.945216, 4.971761], [3.473291, -2.552910, 5.047489], [4.197178, -1.981603, 3.527938], [-0.042130, 1.502791, 6.459438], [-2.171590, 2.415319, 7.222448], [-4.265579, 2.010129, 5.947312], [-4.199639, 0.643937, 3.872861], [-2.098485, -0.316339, 3.079422]],
  "atomic_forces_ev_per_a": [[0.4217, 3.2310, 0.1769], [-1.6230, -6.5849, -0.7751], [0.7201, -0.1241, -1.4871], [4.1485, -0.0602, 4.9711], [-4.1035, 0.0568, -5.0785], [5.1978, 0.0216, -1.0884], [-3.5896, -0.0096, 0.5723], [-1.6304, 7.2957, -0.6731], [0.3872, -3.7729, 0.0363], [0.3932, 0.0176, 0.6603], [-0.5025, 0.2709, -0.3055], [0.2600, -0.1945, 0.8434], [-2.0082, 0.7017, -2.4809], [2.1569, -0.7947, 4.1205], [-2.2395, 1.0212, -2.0045], [0.5375, -0.1679, 1.9656], [1.0238, -0.4876, 0.2425], [1.0178, 0.2508, 0.7900], [0.4974, 0.7585, 1.5432], [2.2272, 0.0425, 0.8429], [-1.3965, -0.1266, -0.6147], [0.5399, -0.6910, -1.0042], [-2.4240, -0.3418, -1.2378], [-0.0514, 0.0923, -0.1342], [-0.1019, -0.1505, -0.1948], [-0.1776, -0.0349, -0.2826], [0.2009, -0.0631, 0.3034], [-0.0175, -0.1750, 0.0526], [0.1196, 0.1291, 0.0281], [-0.3265, 0.1808, 0.4399], [-0.5620, -0.1502, -0.5021], [0.1732, -0.2272, -0.3976], [0.1874, -0.0861, -0.0464], [0.4685, -0.0296, 0.1674], [0.0755, 0.2018, 0.5512]],
  "mulliken_spin": [0.045, 0.150, 1.576, -0.018, 0.088, 0.096, 0.001, 0.164, 0.038, 0.000, 0.265, 0.052, 0.070, 0.316, 0.147, 0.065, 0.016, 0.332, -0.054, 0.227, 0.255, 0.040, 0.096, 0.010, 0.015, 0.004, 0.003, -0.001, 0.000, -0.004, 0.000, 0.000, -0.003, 0.006, 0.005]
}

=====

Record 3
{
  "formula": "C15H13BF9N3O8P2Pd",
  "method": "the ωB97M-V functional and the def2-TZVPD basis",
  "homo_energy_ev": [-8.89, -9.67],
  "spin_multiplicity": 5,
  "s2": 6.016,
  "e_above_lowest_kj_mol": 175.5,
  "symbols": ["Pd", "C", "C", "C", "C", "N", "C", "C", "C", "C", "C", "C", "N", "H", "H", "H", "H", "H", "H", "H", "H", "O", "P", "O", "O", "O", "P", "O", "O", "O", "H", "H", "F", "C", "F", "F", "C", "O", "C", "F", "F", "F", "C", "F", "F", "F", "B", "C", "N", "H", "H", "H"],
  "coordinates": [[-0.396949, -0.476209, 0.696361], [3.457391, 0.957159, 0.153375], [3.182671, 2.300970, -0.043500], [2.022284, 2.905276, 0.264044], [0.978394, 2.032940, 0.651742], [1.165855, 0.687442, 0.731765], [2.407706, 0.167448, 0.648604], [-0.341779, 2.576277, 1.204499], [-0.817772, 3.850909, 0.827833], [-2.073745, 4.211820, 1.344327], [-2.766843, 3.309402, 2.172583], [-2.294919, 1.997344, 2.318370], [-1.121133, 1.665789, 1.821222], [4.435008, 0.444200, -0.077156], [3.939910, 2.867641, -0.586247], [1.840207, 3.933520, 0.308568], [2.509774, -0.869676, 1.002182], [-0.320136, 4.510794, 0.134626], [-2.425455, 5.236159, 1.329681], [-3.782938, 3.554369, 2.447814], [-2.788551, 1.239339, 2.902713], [-3.383810, -3.352254, 1.697396], [-2.623038, -1.983035, 2.021457], [-3.535634, -0.866796, 2.426028], [-1.661031, -1.907842, 0.838166], [-1.616545, -2.422841, 3.257876], [-0.073568, -1.876648, 3.582484], [-0.331642, -0.602290, 4.449902], [0.808246, -2.871467, 4.296773], [0.556279, -1.425217, 2.230108], [-4.155485, -3.513814, 2.219629], [0.201533, 0.190131, 4.439661], [0.278665, -0.602269, -3.827821], [1.424911, -0.815428, -3.162334], [2.441109, -0.984406, -4.063661], [1.765035, 0.316098, -2.483578], [1.362110, -2.095372, -2.070303], [0.826520, -1.884309, -0.942384], [2.816118, -2.715786, -1.760759], [2.836575, -3.490424, -0.605213], [3.661440, -1.641907, -1.567871], [3.335013, -3.423248, -2.759018], [0.508036, -3.218047, -2.913707], [1.021447, -3.439376, -4.176633], [0.586060, -4.419856, -2.237704], [-0.806253, -2.826866, -3.087183], [-2.390091, 0.881549, -3.221781], [-1.632338, 0.712395, -1.836198], [-1.225815, 0.604991, -0.754188], [-2.999350, 1.870214, -3.022594], [-3.090615, -0.143698, -3.004011], [-1.712861, 0.844903, -4.215940]],
  "atomic_forces_ev_per_a": [[-1.8732, -0.2300, 1.1583], [-0.2148, -1.6367, 0.5095], [2.8065, -0.0774, -1.8587], [-2.6317, -2.3159, 1.2258], [-0.0478, 0.5557, 0.9555], [3.2854, 2.9506, 0.6173], [0.2738, 0.6045, -0.4030], [-0.0004, -0.3394, -2.3552], [-0.7333, -0.8779, 1.0756], [0.5781, -0.6109, 1.4936], [-0.0364, -0.0984, -1.4586], [0.0232, 0.9997, 0.3322], [1.3152, -0.1927, -0.1852], [-1.1715, 1.0198, 0.3405], [0.0926, 0.1423, 0.5450], [0.0574, 1.3596, -0.3110], [-0.0787, 0.4673, -0.5082], [0.3598, -0.0457, 0.1681], [-0.1640, -0.1010, -0.6999], [0.1365, 0.0432, 0.5556], [-0.4239, -0.2241, -0.2233], [1.1021, 0.5782, -0.3881], [-1.6115, -0.5792, 2.6070], [1.4689, -1.1247, -0.8002], [-0.8981, -0.8186, -0.8123], [0.8714, 0.9766, -0.3919], [2.1462, -2.7019, 0.1637], [-1.3898, 0.7404, 0.6922], [-2.1648, 1.4558, -1.2017], [0.0187, -0.3529, 0.9235], [-0.8038, 0.0107, 0.5679], [0.3841, -0.1617, -0.3295], [1.5777, -0.7284, 1.1597], [1.4295, 1.5020, -0.0970], [-1.4200, -0.4885, 1.0241], [-0.7540, -1.0494, -0.2173], [-0.1502, -2.5185, -4.7145], [-1.2868, 1.3900, 2.1746], [1.9785, 0.3558, 0.8541], [-0.4075, 1.6186, -2.2283], [-0.9772, -1.1939, 0.1749], [-0.8169, 0.3017, 0.6599], [-0.3103, -0.8263, -0.7550], [-0.6303, 0.4782, 1.7673], [-0.4877, 1.8715, -0.8850], [2.2781, -0.9102, 0.8328], [0.0496, -1.2435, 1.1039], [-0.0349, 0.5055, -1.0712], [-0.3028, 0.4006, -1.2647], [-0.5300, 0.5743, -0.1541], [0.1051, 0.5691, -0.5933], [0.0138, -0.0237, 0.2248]],
  "mulliken_spin": [1.829, 0.003, 0.005, -0.003, 0.015, 0.134, -0.029, 0.014, 0.009, -0.003, 0.008, 0.001, 0.154, 0.002, 0.000, 0.001, 0.005, 0.000, 0.000, 0.000, 0.001, 0.004, -0.002, 0.011, 0.308, 0.030, -0.006, -0.002, 0.037, 0.224, 0.002, -0.002, 0.014, 0.081, 0.016, 0.009, 0.003, 0.798, 0.086, 0.003, 0.007, 0.020, -0.018, 0.000, 0.000, 0.000, 0.009, 0.016, 0.177, 0.003, 0.022, 0.005]
}